This record from the Open Molecules 2025 dataset describes C4H12NO3 as an isolated structure in a non-equilibrium geometry. The level of theory is ωB97M-V/def2-TZVPD.

ORCA input file:
```
! RIJCOSX wB97M-V def2-TZVPD def2/J DEFGRID3
* xyz 0 2
C 1.552 0.265 1.950
O 1.532 -0.553 3.158
C 0.656 -0.127 0.745
C 0.590 0.992 -0.332
C -0.180 0.473 -1.554
O -1.530 0.184 -1.258
N -0.637 -0.535 1.239
H 1.411 1.465 1.939
H 2.549 0.059 1.559
H 0.565 0.238 2.783
H 1.198 -1.083 0.297
H -0.178 1.641 0.149
H 1.658 1.385 -0.548
H -0.075 1.295 -2.336
H 0.357 -0.402 -2.063
H -1.456 -0.597 0.621
H -0.435 -1.374 1.752
H -2.293 -0.488 -2.279
H -2.454 -1.837 -2.820
O -2.829 -1.001 -3.001
*
```

Properties
highest occupied orbital energy (alpha / beta)	-9.781 / -9.743	eV
largest force on an atom	6.07	eV/Å
expectation value of S²	0.75
HOMO-LUMO gap (alpha / beta)	10.277 / 6.543	eV
energy above the lowest of the compared OMol25 structures with the same formula, charge and spin	4.742	eV

This record from the Open Molecules 2025 dataset describes CaI as an isolated structure in a non-equilibrium geometry. The level of theory is ωB97M-V/def2-TZVPD.

ORCA input file:
```
! RIJCOSX wB97M-V def2-TZVPD def2/J DEFGRID3
* xyz 1 1
Ca 1.965 0.361 -0.098
I -1.965 -0.361 0.098
*
```

Properties
highest occupied orbital energy	-11.762	eV
largest force on an atom	2.00	eV/Å
HOMO-LUMO gap	4.557	eV
energy above the lowest of the compared OMol25 structures with the same formula, charge and spin	2.570	eV

This record from the Open Molecules 2025 dataset describes C11H26LaN4O7S as an isolated structure in a non-equilibrium geometry. The level of theory is ωB97M-V/def2-TZVPD.

ORCA input file:
```
! RIJCOSX wB97M-V def2-TZVPD def2/J DEFGRID3
* xyz 1 1
O 3.414 -2.528 -2.954
H 4.228 -2.253 -3.404
La -0.086 -0.092 -0.188
N -0.842 -0.927 1.795
N -0.279 -2.175 -0.731
N -0.156 2.035 0.635
N 0.762 0.985 -1.840
O -1.062 -0.131 2.875
O -0.736 2.462 1.885
O 1.069 0.234 -3.029
O -0.217 -2.237 -2.050
C -0.979 -2.796 0.230
C -1.275 -2.169 1.540
C 0.090 2.864 -0.377
C 0.505 2.281 -1.743
C -1.988 -2.833 2.655
H -2.846 -2.213 2.889
H -1.292 -2.826 3.489
H -2.264 -3.833 2.363
C -1.294 -4.176 -0.233
H -0.354 -4.594 -0.576
H -1.968 -4.063 -1.072
H -1.715 -4.711 0.595
C -0.033 4.335 -0.215
C 0.765 3.126 -2.926
H 0.046 4.543 0.843
H -1.002 4.633 -0.603
H 0.785 4.783 -0.772
H 0.654 2.496 -3.800
H 1.789 3.468 -2.826
H 0.046 3.931 -2.899
H -0.864 1.584 2.388
H 1.172 -0.709 -2.708
C 3.459 -1.965 -1.651
H 2.702 -2.454 -1.022
H 3.287 -0.876 -1.687
H 4.468 -2.156 -1.206
O 1.841 0.100 1.537
H 1.473 0.980 1.295
H 1.093 -0.415 1.936
C -3.160 2.403 -0.982
S -3.505 0.660 -0.940
C -3.620 0.349 0.813
O -2.155 0.023 -1.335
H -2.726 2.703 -0.025
H -4.107 2.938 -1.168
H -2.442 2.593 -1.794
H -3.561 -0.735 0.999
H -2.784 0.841 1.313
H -4.583 0.745 1.178
*
```

Properties
highest occupied orbital energy	-10.528	eV
largest force on an atom	5.61	eV/Å
HOMO-LUMO gap	5.594	eV
energy above the lowest of the compared OMol25 structures with the same formula, charge and spin	5.643	eV

This record from the Open Molecules 2025 dataset describes C5H9NO as an isolated structure in a non-equilibrium geometry. The level of theory is ωB97M-V/def2-TZVPD.

ORCA input file:
```
! RIJCOSX wB97M-V def2-TZVPD def2/J DEFGRID3
* xyz 0 1
C 1.690 1.031 -0.416
C -1.637 0.955 0.156
C 0.403 -1.371 0.538
C -0.908 -1.499 0.093
C -1.433 -0.364 -0.507
O 0.721 0.037 -0.558
N 1.329 -1.820 1.192
H 2.320 -1.996 1.257
H -1.227 -2.491 -0.201
H -2.103 -0.543 -1.346
H 1.242 2.014 -0.636
H 2.551 0.999 -1.098
H 2.173 1.168 0.562
H -1.019 1.064 1.046
H -1.415 1.776 -0.529
H -2.688 1.041 0.449
*
```

Properties
highest occupied orbital energy	-8.648	eV
largest force on an atom	3.85	eV/Å
HOMO-LUMO gap	9.048	eV
energy above the lowest of the compared OMol25 structures with the same formula, charge and spin	4.936	eV

This record from the Open Molecules 2025 dataset describes C42H64N2O2PPdSi as an isolated structure. The level of theory is ωB97M-V/def2-TZVPD.

ORCA input file:
```
! RIJCOSX wB97M-V def2-TZVPD def2/J DEFGRID3
* xyz 3 5
Pd -0.808 0.993 -0.415
C 4.514 3.756 0.985
C 3.926 2.367 1.268
C 4.702 1.277 0.543
C 3.810 2.109 2.765
N 2.529 2.429 0.743
N 2.197 2.135 -0.505
H 5.519 3.794 1.405
H 3.922 4.540 1.459
H 4.590 3.946 -0.087
H 5.649 1.126 1.059
H 4.952 1.553 -0.484
H 4.174 0.321 0.561
H 4.803 2.146 3.211
H 3.381 1.127 2.967
H 3.201 2.876 3.247
H 1.839 3.005 1.234
H 2.895 1.560 -0.965
H 1.841 2.907 -1.070
C -5.421 5.040 -0.835
C -5.058 4.163 0.218
C -3.773 3.720 0.291
C -2.813 4.077 -0.718
C -3.189 5.002 -1.735
C -4.476 5.443 -1.821
Si -1.049 3.348 -0.657
C -0.209 4.205 0.791
C -0.309 3.720 2.104
C 0.370 4.339 3.146
C 1.159 5.457 2.892
C 1.266 5.955 1.599
C 0.588 5.334 0.556
H -6.426 5.441 -0.871
H -5.797 3.884 0.956
H -3.464 3.079 1.110
H -2.453 5.321 -2.461
H -4.792 6.106 -2.616
H -0.366 3.889 -1.862
H -0.932 2.860 2.327
H 0.275 3.960 4.155
H 1.677 5.948 3.705
H 1.866 6.834 1.404
H 0.676 5.742 -0.444
C -5.113 -0.225 -0.263
C -3.718 -0.033 0.242
O -2.882 0.399 -0.568
C -3.376 -0.396 1.625
C -4.204 -1.274 2.329
C -3.854 -1.702 3.600
C -2.688 -1.240 4.190
C -1.863 -0.348 3.509
C -2.206 0.060 2.237
H -5.251 0.344 -1.179
H -5.858 0.048 0.482
H -5.258 -1.284 -0.499
H -5.114 -1.648 1.880
H -4.494 -2.393 4.131
H -2.420 -1.567 5.186
H -0.960 0.020 3.978
H -1.552 0.768 1.728
O -0.225 -1.042 -0.029
P 0.591 -2.016 -0.879
C 2.264 -2.210 -0.177
C 3.058 -3.420 -0.743
C 4.009 -4.015 0.299
C 4.683 -2.893 1.078
C 3.653 -2.192 1.972
C 2.238 -2.185 1.363
C -0.230 -3.627 -1.004
C -0.177 -4.365 0.357
C -1.290 -5.406 0.438
C -2.665 -4.724 0.473
C -2.662 -3.420 -0.340
C -1.690 -3.523 -1.511
C 0.835 -1.244 -2.520
C 1.328 -2.207 -3.632
C 0.202 -2.624 -4.574
C -0.435 -1.411 -5.278
C -0.254 -0.110 -4.480
C -0.379 -0.421 -2.994
H 2.767 -1.292 -0.515
H 3.646 -3.080 -1.598
H 2.394 -4.200 -1.119
H 4.741 -4.644 -0.207
H 3.466 -4.665 0.990
H 5.127 -2.187 0.366
H 5.505 -3.271 1.684
H 3.981 -1.174 2.199
H 3.604 -2.704 2.935
H 1.676 -1.313 1.706
H 1.687 -3.052 1.724
H 0.351 -4.196 -1.736
H -0.308 -3.653 1.179
H 0.801 -4.830 0.488
H -1.154 -6.027 1.323
H -1.215 -6.080 -0.419
H -2.944 -4.509 1.507
H -3.421 -5.406 0.082
H -2.358 -2.581 0.291
H -3.667 -3.204 -0.710
H -1.824 -2.696 -2.206
H -1.914 -4.427 -2.083
H 1.648 -0.531 -2.323
H 1.806 -3.085 -3.197
H 2.106 -1.704 -4.210
H -0.554 -3.185 -4.020
H 0.600 -3.316 -5.316
H -1.501 -1.593 -5.421
H -0.011 -1.280 -6.273
H -0.998 0.625 -4.790
H 0.728 0.331 -4.674
H -1.326 -0.927 -2.803
H -0.463 0.549 -2.435
*
```

Properties
highest occupied orbital energy (alpha / beta)	-16.003 / -16.447	eV
largest force on an atom	0.57	eV/Å
expectation value of S²	6.03
HOMO-LUMO gap (alpha / beta)	8.015 / 4.662	eV
energy above the lowest of the compared OMol25 structures with the same formula, charge and spin	0.127	eV

This record from the Open Molecules 2025 dataset describes an isolated ion of composition C5H13N2 and charge +2 in a non-equilibrium geometry. The level of theory is ωB97M-V/def2-TZVPD.

ORCA input file:
```
! RIJCOSX wB97M-V def2-TZVPD def2/J DEFGRID3
* xyz 2 2
C 2.503 -0.484 -0.081
C 0.993 -0.467 0.204
C 0.339 0.965 -0.356
C -1.063 0.868 0.200
C -1.503 1.452 1.271
N -1.996 0.122 -0.544
N 0.107 -1.632 -0.158
H 2.556 -0.074 -1.166
H 2.735 0.338 0.551
H 2.762 -1.529 -0.081
H 1.003 -0.438 1.349
H 0.336 0.786 -1.441
H 1.087 1.725 -0.084
H -2.360 0.965 1.734
H -1.166 2.135 1.952
H -1.688 -0.875 -0.606
H -2.955 -0.009 -0.165
H -2.182 0.592 -1.485
H 0.329 -2.554 0.224
H 0.165 -1.886 -1.318
*
```

Properties
highest occupied orbital energy (alpha / beta)	-19.490 / -19.167	eV
largest force on an atom	6.05	eV/Å
expectation value of S²	0.76
HOMO-LUMO gap (alpha / beta)	11.873 / 5.811	eV
energy above the lowest of the compared OMol25 structures with the same formula, charge and spin	5.021	eV

Q: Which of these has the lowest energy above the lowest of the compared OMol25 structures with the same formula, charge and spin?
A: C42H64N2O2PPdSi